Below is 21 unconnected molecules or ions with the total composition C54H156N6O36 at a distorted geometry, with properties calculated with ωB97M-V/def2-TZVPD.

Cartesian coordinates (Å):
C -31.0553 28.9954 -17.8126
C -30.5772 28.0002 -16.7851
O -31.5602 27.0548 -16.3810
O -31.8856 29.9533 -17.1433
H -31.6808 28.5575 -18.5905
H -30.1861 29.4992 -18.2355
H -30.2880 28.5823 -15.9101
H -29.6688 27.4704 -17.0721
H -31.0395 26.2642 -16.2217
H -32.6354 29.5316 -16.7172
C -25.5966 15.9813 -14.3065
C -25.6899 16.5484 -15.7524
O -25.3873 15.6944 -16.8663
O -26.0751 16.8968 -13.3408
H -24.5426 15.7526 -14.1488
H -26.1924 15.0804 -14.1603
H -25.0660 17.4329 -15.8811
H -26.7066 16.9134 -15.8986
H -25.3504 16.3127 -17.5997
H -25.8650 16.4656 -12.5092
C -37.2500 24.2095 -14.2163
C -36.1630 23.4783 -13.4043
O -36.6984 23.3321 -12.0962
O -38.1812 23.2455 -14.5997
H -36.7615 24.5782 -15.1183
H -37.5536 25.1424 -13.7414
H -35.2396 24.0576 -13.4067
H -35.7759 22.5511 -13.8268
H -37.5872 22.9841 -12.1984
H -38.8411 23.2008 -13.9038
C -29.3338 22.1897 -16.3503
C -29.9355 23.3966 -16.9751
O -30.6047 24.2951 -16.1277
O -28.2379 21.5590 -17.0657
H -30.1265 21.4659 -16.1610
H -28.9725 22.4386 -15.3525
H -30.6437 23.1220 -17.7568
H -29.1439 23.9908 -17.4314
H -31.3963 23.9139 -15.7409
H -28.6088 20.9416 -17.7004
C -34.8898 23.4205 -6.2808
C -36.3793 22.9875 -6.0033
O -36.5730 21.7028 -6.6049
O -34.6073 23.7707 -7.6490
H -34.1289 22.7022 -5.9756
H -34.5872 24.3079 -5.7248
H -37.0831 23.7244 -6.3903
H -36.5129 22.9772 -4.9216
H -37.5147 21.5274 -6.6695
H -34.9764 23.0924 -8.2194
C -28.1028 28.9794 -13.4840
C -28.2135 27.4844 -14.0052
O -27.5243 27.4072 -15.2406
O -26.7273 29.4018 -13.4506
H -28.4732 29.1402 -12.4716
H -28.5558 29.6668 -14.1984
H -29.2956 27.3768 -14.0788
H -27.7764 26.8520 -13.2325
H -27.8967 28.1266 -15.7557
H -26.3874 28.9576 -14.2309
C -33.9321 27.2646 -13.7017
C -34.5551 28.1348 -14.7317
O -33.7268 28.5190 -15.8080
O -33.5427 26.0413 -14.2650
H -34.5852 27.0799 -12.8489
H -32.9913 27.6517 -13.3104
H -34.9073 29.0493 -14.2544
H -35.2839 27.5647 -15.3078
H -33.1067 27.8024 -15.9614
H -32.7909 25.6929 -13.7802
C -30.3900 28.4232 -10.3792
C -31.5886 27.8608 -9.5955
O -32.4667 27.1006 -10.4177
O -29.5669 27.3915 -10.8612
H -29.7603 29.1026 -9.8048
H -30.7496 28.9457 -11.2657
H -32.2597 28.6125 -9.1801
H -31.2386 27.1668 -8.8313
H -33.0491 26.7091 -9.7625
H -29.0372 27.1412 -10.1007
C -33.8235 22.5947 -16.3209
C -33.8564 23.8703 -17.1700
O -34.5552 24.8358 -16.4732
O -32.8225 22.6523 -15.3183
H -33.5617 21.7239 -16.9220
H -34.7967 22.3431 -15.8994
H -34.2923 23.7394 -18.1604
H -32.8168 24.1284 -17.3718
H -34.0655 25.2439 -15.7554
H -32.7540 21.7928 -14.8961
C -30.2531 19.7791 -7.7688
C -30.2190 20.0280 -9.2975
O -30.1407 21.4592 -9.5198
O -29.0960 20.2447 -7.0668
H -30.5026 18.7353 -7.5779
H -31.1802 20.2356 -7.4222
H -31.0840 19.5531 -9.7605
H -29.3390 19.5594 -9.7382
H -29.9400 21.7228 -10.4208
H -29.0136 21.1449 -7.3900
C -36.5258 27.2675 -10.3511
C -35.9668 25.9498 -9.8314
O -34.9155 26.1342 -8.8656
O -37.3409 27.8496 -9.2894
H -37.2263 27.0031 -11.1432
H -35.7959 27.9724 -10.7490
H -35.4068 25.3962 -10.5851
H -36.7826 25.3074 -9.4997
H -34.8909 25.3108 -8.3727
H -37.4465 28.7654 -9.5572
C -34.8927 21.0619 -10.0391
C -35.6580 19.8428 -9.3994
O -35.3346 19.8038 -8.0033
O -35.2944 22.3508 -9.6862
H -35.0533 20.9329 -11.1094
H -33.8283 20.9030 -9.8661
H -35.5257 18.8992 -9.9289
H -36.7111 20.0783 -9.5529
H -35.6898 20.5585 -7.5281
H -35.8553 22.7175 -10.3737
C -24.9105 24.5177 -15.7070
C -24.6407 25.5765 -16.8498
O -24.3389 24.9330 -18.1668
O -23.6973 23.8315 -15.4891
H -25.5402 23.7056 -16.0705
H -25.4215 25.0245 -14.8884
H -23.7998 26.2212 -16.5941
H -25.5667 26.1453 -16.9340
H -24.9470 24.1978 -18.2733
H -22.9783 24.4244 -15.2586
C -28.3586 15.3612 -10.1066
C -28.8786 14.1210 -10.9372
O -30.0226 14.3643 -11.8460
O -27.6398 16.1853 -11.0412
H -27.6468 14.9586 -9.3860
H -29.2388 15.8854 -9.7343
H -29.2207 13.3584 -10.2375
H -28.0976 13.7243 -11.5859
H -29.7494 14.8622 -12.6200
H -28.1476 16.2598 -11.8524
C -30.9675 23.9371 -7.5600
C -31.0404 25.2882 -6.8297
O -31.1666 25.2267 -5.4472
O -29.7631 23.8029 -8.2856
H -31.7811 23.7267 -8.2542
H -30.9448 23.0461 -6.9327
H -31.9783 25.7391 -7.1541
H -30.2942 26.0377 -7.0935
H -30.3639 24.7943 -5.1467
H -29.7231 22.8884 -8.5748
C -29.9769 17.8138 -12.6511
C -29.9484 16.8678 -13.8712
C -29.8750 17.6476 -15.2635
O -31.1203 18.2726 -15.4740
C -31.5095 18.4059 -16.7959
N -28.7852 15.9450 -13.7686
H -30.2267 17.3079 -11.7185
H -30.8057 18.4930 -12.8510
H -29.0805 18.4250 -12.5460
H -30.8077 16.1972 -13.8792
H -29.5374 17.0353 -16.0997
H -29.0639 18.3713 -15.1831
H -32.4700 18.9200 -16.7621
H -31.6753 17.4327 -17.2581
H -30.8465 19.0384 -17.3862
H -28.5897 15.4034 -14.5984
H -27.8932 16.3998 -13.6363
C -20.8854 19.2732 -13.7684
C -22.2557 19.0558 -14.4490
C -22.9306 20.4181 -14.8242
O -24.2492 20.1725 -15.3765
C -25.2604 20.0370 -14.3471
N -22.1384 18.2743 -15.6592
H -20.3766 18.3790 -13.4084
H -21.0584 19.8901 -12.8866
H -20.2797 19.9479 -14.3735
H -22.9582 18.5387 -13.7955
H -22.3334 20.9493 -15.5652
H -22.9751 21.0593 -13.9438
H -25.4188 21.0765 -14.0599
H -24.9047 19.4075 -13.5315
H -26.1419 19.6044 -14.8205
H -23.0083 18.5361 -16.1007
H -21.4778 18.6239 -16.3385
C -24.3227 21.4317 -7.8815
C -24.1582 19.9652 -8.4746
C -24.0821 19.9485 -10.0296
O -25.1434 20.3756 -10.8804
C -26.4196 19.7123 -10.4958
N -23.0713 19.3909 -7.6919
H -24.4799 21.3440 -6.8065
H -25.2268 21.8379 -8.3351
H -23.4636 22.0370 -8.1708
H -25.0584 19.4324 -8.1682
H -23.9439 18.9098 -10.3301
H -23.2302 20.5186 -10.4002
H -27.0069 19.4587 -11.3783
H -27.0801 20.3514 -9.9098
H -26.1721 18.8356 -9.8973
H -23.0550 19.7528 -6.7491
H -22.1717 19.6390 -8.0783
C -25.8994 27.2480 -10.2478
C -26.9550 26.2821 -9.7576
C -26.3162 24.9195 -9.3248
O -25.7175 24.0376 -10.3314
C -26.6607 23.4835 -11.2261
N -27.7587 26.8622 -8.6615
H -25.1512 27.4772 -9.4890
H -26.3827 28.2095 -10.4212
H -25.4000 26.9059 -11.1543
H -27.5843 26.0684 -10.6215
H -27.0241 24.3451 -8.7272
H -25.4913 25.0290 -8.6207
H -27.1842 24.3030 -11.7184
H -27.3101 22.7959 -10.6843
H -26.2025 22.7590 -11.8993
H -27.1924 27.1972 -7.8952
H -28.1426 26.0342 -8.2290
C -35.0858 19.1743 -14.9948
C -34.3717 19.4605 -13.6558
C -34.0833 18.2478 -12.7642
O -33.4937 18.6182 -11.5279
C -33.3978 17.6135 -10.4786
N -33.1728 20.1774 -14.0315
H -34.5144 18.5131 -15.6463
H -35.2730 20.1270 -15.4903
H -36.0373 18.6932 -14.7685
H -34.9744 20.1539 -13.0692
H -33.4293 17.5582 -13.2981
H -35.0573 17.7694 -12.6620
H -32.5198 16.9911 -10.6513
H -34.3059 17.0226 -10.3588
H -33.1632 18.1270 -9.5462
H -32.6641 19.6325 -14.7130
H -32.5600 20.1936 -13.2287
C -32.3779 23.8411 -11.3621
C -31.0796 24.3541 -11.9560
C -30.2600 23.3765 -12.8489
O -29.7220 22.2869 -12.0894
C -29.2479 21.2385 -12.8982
N -31.2516 25.6347 -12.6279
H -32.3120 22.7877 -11.0898
H -33.1817 23.8653 -12.0979
H -32.7360 24.3519 -10.4682
H -30.5696 24.6170 -11.0292
H -29.4480 23.9158 -13.3367
H -30.7994 22.9565 -13.6979
H -28.5298 21.6434 -13.6113
H -30.0953 20.8092 -13.4327
H -28.7461 20.4990 -12.2743
H -30.3732 26.1320 -12.5944
H -31.7185 26.1443 -11.8914

Calculated values
ΔE to the lowest compared entry with this formula, charge and spin ... 0.00 kcal/mol
LUMO level ... 0.00 eV
Spin multiplicity ... 1
Highest occupied orbital energy ... -8.93 eV



Below is a single C5H7N5O molecule at a distorted geometry, with properties calculated with ωB97M-V/def2-TZVPD.

Cartesian coordinates (Å):
C -2.2422 1.5867 2.0766
N -1.7594 0.9141 0.7553
C -0.6231 0.2277 0.7193
N -0.1942 -0.3570 1.8578
C 0.9725 -0.9213 1.6839
N 1.8012 -1.0023 0.5446
C 1.1774 -0.7225 -0.5541
N 1.8676 -1.1173 -1.6037
C 0.0191 0.0902 -0.6690
N -0.5861 0.6074 -1.8424
O -0.0139 0.3295 -2.9083
H -2.5883 0.9493 2.9262
H -1.3814 2.3461 2.4481
H -3.0459 2.3126 1.7071
H -2.1571 1.2607 -0.0004
H 1.4670 -1.1857 2.6482
H 2.5663 -1.9192 -1.3271
H 1.5254 -1.2789 -2.6572

Calculated values
SMILES ... CNc1ncnc(N)c1N=O
ΔE to the lowest compared entry with this formula, charge and spin ... 61.86 kcal/mol
LUMO level ... -0.51 eV
Spin multiplicity ... 1
Highest occupied orbital energy ... -8.85 eV



Below is a molecular structure, C30H63BrFN2NbO9P at a distorted geometry, with properties calculated with ωB97M-V/def2-TZVPD.

Cartesian coordinates (Å):
C 5.3606 -2.1024 1.2352
C 5.4166 -0.8388 0.3754
C 5.2746 0.3974 1.2234
O 6.1259 0.7451 2.0254
O 4.1539 1.1127 1.0229
C 2.9570 0.4965 1.6062
C 1.7247 1.3103 1.2436
Nb -0.1103 0.1605 0.5066
C 0.3239 -1.4376 2.0007
Br -0.7703 2.1530 -1.1166
C -1.5703 -1.3100 -0.4465
N -2.4132 -2.0853 0.4682
C -2.0568 -3.4800 0.6568
C -1.6259 1.1517 1.9478
C -2.8527 1.7084 1.3988
O -3.2235 2.8532 1.3063
F -3.6790 0.7235 0.9380
P 1.4051 -0.6777 -1.3615
N 0.5882 -0.8793 -2.8530
O 2.4824 0.5077 -1.7430
H 5.5118 -2.9897 0.6223
H 6.1208 -2.0675 2.0152
H 4.3932 -2.2044 1.7293
H 6.3755 -0.7860 -0.1396
H 4.6248 -0.8532 -0.3730
H 3.1319 0.4657 2.6813
H 2.8965 -0.5272 1.2366
H 2.0323 2.0412 0.4965
H 1.3995 1.8620 2.1305
H 1.0919 -1.1582 2.7226
H 0.6384 -2.3418 1.4783
H -0.5894 -1.6780 2.5517
H -2.1942 -0.7368 -1.1389
H -1.0206 -2.0200 -1.0703
H -2.4983 -1.6290 1.3638
H -2.9537 -4.0905 0.8022
H -1.4074 -3.6591 1.5201
H -1.5530 -3.8535 -0.2320
H -1.1506 1.9664 2.4918
H -1.8963 0.3651 2.6574
H 0.7546 -1.7621 -3.3090
H -0.3950 -0.6472 -2.8293
H 2.0996 1.0516 -2.4521
C 5.3223 4.9783 4.6078
C 5.3382 3.7658 3.6759
C 5.9869 2.7113 4.5585
O 5.6043 3.0266 5.9074
C 5.0213 4.3270 5.9525
H 4.5863 5.7331 4.3338
H 6.3071 5.4518 4.6294
H 4.3203 3.4686 3.4176
H 5.8852 3.9248 2.7498
H 7.0790 2.7434 4.4844
H 5.6578 1.7042 4.3141
H 3.9405 4.2297 6.1080
H 5.4425 4.8739 6.7986
C 4.8404 2.9020 -5.1429
C 3.7004 3.9198 -5.2078
C 2.4851 3.0361 -4.9486
O 2.9406 1.9880 -4.0982
C 4.3644 1.9800 -4.0254
H 5.8131 3.3447 -4.9329
H 4.9097 2.3541 -6.0857
H 3.8091 4.6553 -4.4084
H 3.6376 4.4524 -6.1561
H 2.1024 2.6003 -5.8787
H 1.6690 3.5610 -4.4521
H 4.6708 2.3468 -3.0409
H 4.7143 0.9532 -4.1308
C -6.2431 -1.0420 -3.0498
C -5.5544 -2.3393 -2.6304
C -4.0982 -2.0355 -2.9623
O -3.9379 -0.6329 -2.7868
C -5.2072 -0.0024 -2.6346
H -7.2099 -0.8901 -2.5723
H -6.3924 -1.0285 -4.1325
H -5.6682 -2.4921 -1.5553
H -5.9328 -3.2217 -3.1452
H -3.8637 -2.2955 -4.0030
H -3.3946 -2.5509 -2.3058
H -5.3320 0.2906 -1.5872
H -5.2263 0.8988 -3.2491
C 2.5664 -1.7620 6.7998
C 2.9255 -0.2761 6.7666
C 3.5680 -0.1477 5.3918
O 2.9191 -1.1132 4.5598
C 2.1406 -2.0046 5.3564
H 1.7819 -2.0088 7.5141
H 3.4498 -2.3578 7.0415
H 2.0196 0.3314 6.8192
H 3.5922 0.0358 7.5688
H 4.6397 -0.3713 5.4275
H 3.4407 0.8427 4.9532
H 1.0790 -1.7786 5.2097
H 2.3221 -3.0256 5.0183
C -10.6231 -1.7406 -5.5579
C -10.7236 -3.2644 -5.6292
C -9.3723 -3.6836 -5.0618
O -9.0101 -2.6804 -4.1157
C -9.8650 -1.5463 -4.2502
H -11.5877 -1.2355 -5.5624
H -10.0350 -1.3623 -6.3965
H -11.5319 -3.6199 -4.9866
H -10.8936 -3.6472 -6.6344
H -8.6092 -3.7259 -5.8470
H -9.4000 -4.6497 -4.5565
H -10.5500 -1.5126 -3.3957
H -9.2542 -0.6433 -4.2380

Calculated values
LUMO level ... 2.21 eV
Total charge ... -1
Spin multiplicity ... 1
Highest occupied orbital energy ... -4.01 eV



Below is 3 unconnected molecules or ions with the total composition C24H59FN7O5P2 at a distorted geometry, with properties calculated with ωB97M-V/def2-TZVPD.

Cartesian coordinates (Å):
C 3.4841 5.4518 1.8178
C 4.3448 5.4884 0.5691
O 3.5473 6.0434 -0.4710
C 4.9005 4.1029 0.1559
O 4.5672 3.1442 1.1380
C 5.1761 1.8902 0.9796
F 4.5940 1.1171 1.9867
C 4.8374 1.2169 -0.3516
C 5.9997 0.5258 -1.1044
C 6.1160 -0.9443 -0.6852
C 5.6228 0.5193 -2.6004
N 7.2616 1.2915 -0.9893
O 7.2865 2.3252 -1.7475
C 7.7604 1.5296 0.3838
C 8.5257 0.3080 0.9443
C 8.8059 2.6569 0.3023
C 6.6657 1.9877 1.3802
H 3.1527 6.4677 2.0295
H 4.0432 5.1124 2.6857
H 2.6208 4.8116 1.6517
H 5.2012 6.1360 0.7839
H 4.1156 6.4704 -1.1227
H 5.9843 4.1913 0.0261
H 4.4416 3.8753 -0.8079
H 4.3478 1.8759 -1.0602
H 4.1083 0.4313 -0.1484
H 7.0091 -1.3902 -1.1238
H 6.2107 -1.0334 0.3970
H 5.2240 -1.4708 -1.0082
H 4.9169 -0.2902 -2.7754
H 5.2155 1.4708 -2.9267
H 6.5055 0.3288 -3.2108
H 8.9460 -0.2792 0.1284
H 9.3077 0.6399 1.6206
H 7.8662 -0.3524 1.5049
H 9.6077 2.4118 -0.3910
H 9.2598 2.7231 1.2936
H 8.3603 3.6261 0.1003
H 6.7701 1.4050 2.2925
H 6.8809 3.0133 1.6729
O 1.1676 -0.5304 0.2161
P -0.2656 -0.1113 0.3323
N -0.2768 -0.0444 2.0608
C -1.4313 -0.1339 2.9301
C 0.7506 0.8334 2.6238
N -1.0884 -1.4771 -0.2373
C -2.1472 -2.1365 0.5095
C -0.2911 -2.4479 -0.9764
N -1.6111 0.9492 0.1447
C -2.1924 0.9696 -1.2200
C -1.2897 2.3576 0.4781
H -2.0672 0.7663 2.9329
H -1.0850 -0.2895 3.9543
H -2.0587 -0.9858 2.6926
H 0.5054 1.8990 2.5193
H 1.7113 0.6800 2.1377
H 0.8856 0.6284 3.6873
H -1.7580 -2.6767 1.3815
H -2.6630 -2.8548 -0.1269
H -2.9145 -1.4322 0.8269
H 0.3061 -3.0880 -0.3164
H 0.3834 -1.9560 -1.6718
H -0.9599 -3.0829 -1.5623
H -1.4648 1.2574 -1.9849
H -3.0133 1.6875 -1.2394
H -2.6005 -0.0029 -1.4781
H -0.4448 2.7474 -0.0970
H -1.0645 2.4617 1.5356
H -2.1580 2.9828 0.2761
O -5.1767 -3.1543 -0.0611
P -6.5292 -2.9049 -0.5984
N -7.5869 -3.2855 0.6728
C -9.0141 -3.5125 0.5417
C -7.2470 -2.6877 1.9632
N -6.6610 -4.0593 -1.8458
C -7.8547 -4.8463 -2.0850
C -5.4614 -4.8416 -2.1288
N -7.4530 -1.7309 -1.4150
C -6.9386 -1.3667 -2.7540
C -7.5725 -0.4727 -0.6418
H -9.5975 -2.5969 0.3685
H -9.3806 -3.9637 1.4656
H -9.2490 -4.2149 -0.2472
H -7.4642 -1.6132 2.0158
H -6.1878 -2.8247 2.1739
H -7.8045 -3.1818 2.7596
H -8.0155 -5.6096 -1.3132
H -7.7671 -5.3584 -3.0460
H -8.7379 -4.2125 -2.1624
H -5.3057 -5.6510 -1.4057
H -4.5758 -4.2134 -2.1302
H -5.5520 -5.2812 -3.1249
H -5.9115 -0.9890 -2.7210
H -7.5783 -0.5905 -3.1742
H -6.9727 -2.2183 -3.4253
H -6.6001 -0.0490 -0.3709
H -8.1453 -0.6339 0.2703
H -8.1153 0.2650 -1.2303

Calculated values
LUMO level (spin up / spin down) ... 0.54 / 0.42 eV
Spin multiplicity ... 2
Highest occupied orbital energy (spin up / spin down) ... -8.08 / -8.08 eV



E_tot / hartree: -5187.76223 -543.63474 -5039.69876 -2491.83469